1.
This record from the Open Molecules 2025 dataset describes 6 unconnected molecules or ions with the total composition C20H35ClN5O4. The level of theory is ωB97M-V/def2-TZVPD.

## Properties
Maximum force (hartree/bohr): 0.080
E (a.u.): -1817.728901
ΔE to the lowest compared entry with this formula, charge and spin (kJ/mol): 189.2

ORCA input file:
```
! RIJCOSX wB97M-V def2-TZVPD def2/J DEFGRID3
* xyz -1 1
Cl 0.89513 -1.22180 1.40261
O 0.96288 -2.60743 1.07833
O 1.16229 -0.47817 0.19587
O -0.41456 -0.96415 1.92520
O 1.89043 -0.93408 2.40836
C -5.28840 5.80970 -0.77931
C -5.57669 5.32001 0.63495
C -4.54018 4.29355 1.19689
C -4.79625 3.97652 2.67207
N -5.01804 3.82214 3.80323
H -4.35379 6.35493 -0.64771
H -6.00443 6.51461 -1.20179
H -5.01430 5.01530 -1.47350
H -6.58572 4.90840 0.65826
H -5.53461 6.21010 1.26270
H -3.54162 4.72842 1.15393
H -4.59652 3.41319 0.55666
C 2.07167 -4.75034 10.07007
C 1.11835 -4.54407 8.83328
C 1.66054 -5.34946 7.60533
C 1.93753 -6.74946 7.97230
N 2.04393 -7.86991 8.22745
H 3.11847 -4.56142 9.83211
H 1.93282 -5.72670 10.53435
H 1.78559 -4.10368 10.89958
H 1.26609 -3.49901 8.56106
H 0.08824 -4.89351 8.90311
H 2.53197 -4.83410 7.20143
H 0.89593 -5.32440 6.82891
C 3.05980 7.97476 -0.90450
C 3.23850 6.48179 -1.03745
C 4.40983 5.80490 -0.27983
C 5.70731 6.33665 -0.43675
N 6.80997 6.63043 -0.46927
H 3.89442 8.55772 -1.29397
H 2.73885 8.23308 0.10463
H 2.14495 8.21600 -1.44576
H 3.48333 6.25360 -2.07480
H 2.31374 5.96044 -0.79024
H 4.37853 4.74599 -0.53642
H 4.26967 5.86639 0.79937
C -5.70593 -4.65537 -4.13327
C -4.43654 -4.14690 -3.37699
C -4.78605 -2.86278 -2.68684
C -5.09514 -1.77040 -3.56423
N -5.30196 -0.87848 -4.26245
H -6.56320 -4.53753 -3.47047
H -5.55972 -5.70414 -4.39177
H -5.93100 -4.01561 -4.98659
H -3.59470 -3.98404 -4.04995
H -4.14794 -4.91248 -2.65679
H -3.90584 -2.49954 -2.15639
H -5.59515 -2.91037 -1.95802
C 4.56270 -3.87714 -6.15676
C 3.67786 -2.88598 -5.40206
C 3.64184 -1.49522 -5.96456
C 4.96731 -0.83550 -5.84618
N 5.93991 -0.29803 -5.71725
H 4.15473 -4.13405 -7.13433
H 4.66093 -4.84358 -5.66234
H 5.53954 -3.39404 -6.17922
H 3.77884 -2.95835 -4.31917
H 2.63455 -3.20159 -5.39871
H 2.98159 -0.81190 -5.43048
H 3.53801 -1.40368 -7.04574
*
```


2.
This record from the Open Molecules 2025 dataset describes a molecular structure, C20H35F4GeN3OSeTi. The level of theory is ωB97M-V/def2-TZVPD.

## Properties
<S²>: 2.004
Maximum force (hartree/bohr): 0.063
E (a.u.): -6749.789046
ΔE to the lowest compared entry with this formula, charge and spin (kJ/mol): 0.0

ORCA input file:
```
! RIJCOSX wB97M-V def2-TZVPD def2/J DEFGRID3
* xyz 0 3
Ti 10.45400 -10.07785 -7.11820
C 11.00300 -10.45586 -3.65881
C 12.31607 -10.60415 -4.41766
N 12.12282 -10.79814 -5.91583
C 12.22905 -12.28062 -6.31391
C 11.25148 -13.24210 -5.58277
C 13.33373 -10.18176 -6.52929
C 13.28583 -10.31436 -8.03140
N 11.92852 -10.16817 -8.53060
C 11.71497 -10.21642 -9.88907
C 10.39131 -9.95597 -10.30332
F 9.59133 -9.62697 -9.18837
C 9.96271 -10.16406 -11.59489
F 8.67130 -10.06568 -11.92939
C 10.84651 -10.58649 -12.59539
C 12.16987 -10.75436 -12.23710
F 13.00469 -11.12068 -13.21741
C 12.61744 -10.60835 -10.93542
F 13.91430 -10.84500 -10.62542
H 11.10931 -10.87222 -2.66109
H 10.78221 -9.38502 -3.56125
H 10.18816 -10.95618 -4.17779
H 12.91115 -9.68305 -4.29723
H 12.91604 -11.44999 -4.04241
H 12.08802 -12.31226 -7.40220
H 13.26175 -12.60760 -6.09760
H 10.21177 -12.96002 -5.75976
H 11.39116 -14.24088 -6.00039
H 11.45440 -13.31916 -4.50872
H 13.42249 -9.12644 -6.21179
H 14.23953 -10.71252 -6.14767
H 13.94238 -9.53129 -8.44594
H 13.73412 -11.28728 -8.34189
H 10.46426 -10.75811 -13.61107
N 7.64309 -8.11785 -4.85914
C 8.37929 -8.91023 -5.62636
O 9.51978 -8.55383 -6.09991
C 7.75749 -10.28042 -5.81797
C 8.62319 -11.05809 -6.84400
H 7.85084 -7.11336 -4.73711
H 6.75088 -8.43711 -4.55264
H 6.71429 -10.21407 -6.16627
H 7.68793 -10.76528 -4.82617
H 8.18300 -11.02218 -7.84769
H 8.64556 -12.11913 -6.55445
C 14.45567 -6.05914 -9.42458
Ge 14.68289 -5.67186 -7.51225
C 15.77731 -4.04605 -7.28419
C 15.44374 -7.18729 -6.49859
C 12.94294 -4.97216 -6.69906
Se 11.66796 -6.45294 -6.48564
C 10.86427 -6.38275 -8.29189
H 15.43965 -6.00004 -9.90652
H 13.82794 -5.32297 -9.90570
H 14.03786 -7.07056 -9.55687
H 16.77197 -4.26261 -7.65319
H 15.86953 -3.72228 -6.23132
H 15.36718 -3.21602 -7.86617
H 16.42611 -6.90908 -6.10744
H 15.57549 -8.05409 -7.16244
H 14.82098 -7.49630 -5.65161
H 12.48067 -4.18884 -7.30799
H 13.14967 -4.54977 -5.70595
H 11.00768 -7.33591 -8.83882
H 11.36527 -5.59254 -8.86610
H 9.81702 -6.12358 -8.15007
*
```


3.
This record from the Open Molecules 2025 dataset describes a molecular structure, C20H35N3O3S3SiTi. The level of theory is ωB97M-V/def2-TZVPD.

## Properties
<S²>: 0.781
Maximum force (hartree/bohr): 0.063
E (a.u.): -3506.657076
ΔE to the lowest compared entry with this formula, charge and spin (kJ/mol): 73.7

ORCA input file:
```
! RIJCOSX wB97M-V def2-TZVPD def2/J DEFGRID3
* xyz 1 2
Ti 0.02409 1.03415 -1.56024
C -3.99428 4.93894 -1.98068
S -4.17189 3.13909 -2.06595
C -2.52340 2.62773 -2.07644
S -2.25391 0.90467 -2.22928
N -1.55907 3.48730 -1.97400
N -0.32119 2.90722 -1.94663
C 0.72782 3.70941 -2.07068
C 1.97910 3.05727 -2.08802
C 3.21618 3.70119 -2.22838
C 4.35438 2.95061 -2.37634
C 4.25003 1.55186 -2.39098
C 3.02376 0.97189 -2.19842
N 1.89126 1.68674 -2.00888
H -4.97932 5.34766 -2.19139
H -3.27666 5.25367 -2.73178
H -3.67087 5.24219 -0.98886
H 0.59133 4.77424 -2.20232
H 3.24485 4.78225 -2.22756
H 5.31792 3.42690 -2.49352
H 5.11857 0.92841 -2.54230
H 2.91357 -0.10219 -2.19087
C -0.11797 2.64711 1.28275
C -0.45811 1.17410 1.48614
C -1.94815 1.03249 1.77708
C 0.39134 0.59811 2.61088
O -0.09844 0.45599 0.22299
Si -0.18203 -1.31168 -0.04203
S 0.38895 -1.25034 -2.07313
O -1.71276 -1.63830 0.26914
C -2.44533 -2.86206 0.54556
C -3.91435 -2.49317 0.41489
C -2.05192 -3.91098 -0.48537
C -2.11309 -3.32177 1.95894
O 0.81352 -1.97797 1.02402
C 2.12657 -2.60657 1.03753
C 3.16570 -1.70364 0.38304
C 2.02046 -3.94028 0.31082
C 2.44702 -2.80380 2.51212
H -0.20645 3.17108 2.23237
H -0.81208 3.11133 0.58365
H 0.91139 2.76085 0.93034
H -2.22165 1.74300 2.55624
H -2.19147 0.02816 2.11336
H -2.53592 1.23845 0.88143
H 0.24413 1.19350 3.51036
H 1.44905 0.62778 2.34199
H 0.11321 -0.43353 2.82232
H -4.13726 -2.18553 -0.60714
H -4.16567 -1.67172 1.08662
H -4.53586 -3.35159 0.66945
H -2.19805 -3.51666 -1.49227
H -2.65933 -4.80752 -0.36966
H -1.00035 -4.18589 -0.36538
H -2.37050 -2.54918 2.68560
H -1.04883 -3.54127 2.04720
H -2.67828 -4.22186 2.20073
H 3.03510 -1.69471 -0.69734
H 4.16643 -2.07206 0.60969
H 3.07537 -0.68372 0.76498
H 1.72760 -3.77720 -0.72880
H 1.27491 -4.57088 0.79714
H 2.97749 -4.46162 0.32247
H 2.58776 -1.83869 3.00080
H 3.35855 -3.38946 2.63044
H 1.62704 -3.32950 3.00156
*
```